Density functional theory data (ωB97M-V/def2-TZVPD) for a 2-piece molecular cluster, C26H30NO overall in a non-equilibrium geometry.

As for the LUMO energy: -0.145 hartree. As for the net charge: +1. As for the HOMO-LUMO gap: 0.244 Eh. Its calculated total energy is -30979.0413 eV. The energy above the lowest of the compared OMol25 structures with the same formula, charge and spin comes out at 0.6194 eV.

Geometry (Å):
C 3.6481 -0.2412 2.9948
C 2.8261 -1.2886 3.7165
C 1.3950 -1.4007 3.2077
N 0.7055 -0.1145 2.9901
C -0.6225 -0.1070 2.6744
C -1.4948 1.0284 2.5883
C -2.7582 0.9042 3.4400
C -3.5162 -0.4044 3.1633
C -2.7448 -1.2828 2.1836
C -1.2839 -1.4598 2.5971
C 1.4433 1.1390 2.9078
C 2.9663 1.1010 3.1820
H 4.6413 -0.1936 3.4434
H 3.7903 -0.4792 1.9370
H 3.2965 -2.2692 3.6295
H 2.7914 -1.0431 4.7832
H 1.3808 -1.9677 2.2601
H 0.8412 -2.0093 3.9431
H -1.0198 2.0207 2.6381
H -2.4630 0.9123 4.5183
H -3.4334 1.7700 3.2993
H -3.6553 -0.9605 4.0994
H -4.5195 -0.1746 2.7803
H -3.2289 -2.2593 2.0721
H -2.7549 -0.7637 1.2167
H -0.7543 -2.1035 1.8734
H -1.2490 -1.9597 3.5835
H 1.2908 1.5555 1.8951
H 1.0000 1.8607 3.6169
H 3.1204 1.4268 4.2198
H 3.4286 1.8600 2.5427
C -8.9878 1.6765 1.0641
C -8.0817 2.5266 1.6975
C -6.7149 2.4588 1.4173
C -6.2116 1.5249 0.4793
C -4.7724 1.3894 0.2837
O -4.4496 0.4216 -0.6009
C -3.1336 0.2558 -1.0101
C -2.0687 0.9361 -0.3856
C -0.8098 0.8000 -1.0281
C -0.6757 0.0211 -2.1729
C -1.7662 -0.6850 -2.7138
C -3.0122 -0.5683 -2.1284
C -2.3727 1.7658 0.7605
C -3.7512 2.1032 0.8914
C -7.1456 0.6813 -0.1776
C -8.5053 0.7598 0.1229
H -10.0521 1.7458 1.2815
H -8.4290 3.2684 2.4132
H -6.0039 3.1085 1.9117
H 0.0516 1.3575 -0.6457
H 0.2918 -0.0864 -2.6613
H -1.6528 -1.3462 -3.5827
H -3.8987 -1.0956 -2.4768
H -1.6550 2.6005 0.9527
H -4.0351 2.9618 1.4986
H -6.8106 -0.0464 -0.9140
H -9.2115 0.1056 -0.3913

Atoms 1-2, force components in eV/Å:
-0.103 0.094 0.023
-0.040 0.069 0.107